{
  "formula": "C3H4N2S",
  "method": "the ωB97M-V functional and the def2-TZVPD basis",
  "elements": ["C", "C", "C", "N", "N", "S", "H", "H", "H", "H"],
  "coordinates": [[1.67747, -0.37400, -0.17990], [-0.60942, 0.83644, -0.95454], [0.32302, -0.02613, 0.18143], [2.75521, -0.77190, -0.20850], [-0.38701, -1.03545, 0.87775], [0.17855, 1.78196, 0.42137], [-1.69364, 0.52515, -0.77706], [-0.71742, 1.43601, -2.00521], [-0.11728, -1.21192, 1.78260], [-1.40948, -1.16017, 0.86206]],
  "total_charge": 0,
  "e_above_lowest_ev": 3.070,
  "homo_lumo_gap_ev": 9.9122,
  "smiles": "N#C[C@]1(N)CS1"
}

---

{
  "formula": "C3H4N2S",
  "method": "the ωB97M-V functional and the def2-TZVPD basis",
  "elements": ["C", "C", "C", "N", "N", "S", "H", "H", "H", "H"],
  "coordinates": [[-0.18790, -1.14914, 0.24238], [-4.12358, -0.23090, -0.16584], [1.09458, 0.83441, -0.44636], [0.62186, -0.18960, 0.08894], [-2.94013, -0.47248, -0.44005], [-5.40471, 0.49677, 0.45362], [-0.11890, -1.83087, 1.06233], [0.58516, 1.83522, -0.18535], [1.93594, 0.82512, -1.11031], [-2.51380, -1.31651, -0.61430]],
  "total_charge": 0,
  "e_above_lowest_ev": 4.084,
  "homo_lumo_gap_ev": 8.7761
}

---

{
  "formula": "C3H4N2S2",
  "method": "the ωB97M-V functional and the def2-TZVPD basis",
  "elements": ["C", "C", "C", "N", "N", "S", "S", "H", "H", "H", "H"],
  "coordinates": [[0.08336, -0.51782, -1.00926], [-0.15979, -1.77055, -1.36201], [-0.00470, -0.40686, 0.43761], [-0.52910, -1.41294, 1.07097], [0.26670, 0.69903, 1.17187], [-0.76125, -2.68118, 0.02502], [-0.00864, 0.88056, 2.83997], [0.68331, 0.03923, -1.67926], [-0.21447, -2.24569, -2.33940], [0.50284, 1.69819, 0.77923], [-1.27888, 0.61611, 2.93461]],
  "total_charge": 0,
  "e_above_lowest_ev": 1.566,
  "homo_lumo_gap_ev": 8.9646
}

---

{
  "formula": "C3H4N2S2",
  "method": "the ωB97M-V functional and the def2-TZVPD basis",
  "elements": ["C", "C", "C", "N", "N", "S", "S", "H", "H", "H", "H"],
  "coordinates": [[-1.56973, 0.49121, -1.38028], [-0.70309, 1.42068, -1.21430], [-0.40297, -1.09292, -0.19083], [-1.44487, -0.85989, -0.87364], [0.61826, -0.18616, -0.11436], [1.70701, -0.45000, 2.70577], [2.03455, -0.29445, 0.65204], [-2.43945, 0.31246, -2.16505], [0.01029, 2.15366, -0.82757], [-0.31955, -2.07503, 0.22955], [2.50954, 0.58044, 3.17868]],
  "total_charge": 0,
  "e_above_lowest_ev": 5.330,
  "homo_lumo_gap_ev": [6.8932, 6.8943]
}